Entry 1:
The following is a quantum chemistry calculation of a 2-piece molecular cluster, C13H32BN2O9PS2 overall at a distorted geometry, from the Open Molecules 2025 dataset.

XYZ file:
```
60
Properties=species:S:1:pos:R:3:lowdin_charge:R:1
C -6.278 0.143 -0.198 -0.0583
C -5.840 1.694 0.131 -0.2733
C -4.275 1.981 -0.280 -0.1495
O -3.826 1.290 -1.507 -0.1256
C -2.865 2.099 -2.274 -0.2978
O -3.365 2.854 -3.286 -0.0400
C -1.218 2.121 -2.008 -0.4364
S -0.890 2.865 -0.321 0.5363
P 0.885 1.998 0.587 0.1680
C 2.495 1.188 1.263 -0.3263
O 2.222 -0.206 1.651 -0.1679
N 2.210 -1.000 0.545 -0.0810
O 1.574 -2.016 0.788 -0.0545
C 0.100 2.180 2.316 -0.3191
B 0.700 3.396 3.241 -0.5000
O -0.058 3.715 4.502 0.0010
O 1.925 4.180 2.996 0.0039
O -6.047 1.889 1.587 -0.1113
C -5.360 3.094 2.076 -0.3052
O -5.838 4.329 1.842 -0.0140
C -3.948 3.024 2.970 -0.4104
S -3.677 1.248 3.603 0.6092
H -5.956 -0.224 -1.285 0.0990
H -5.879 -0.582 0.639 0.0964
H -7.466 0.122 -0.211 0.0922
H -6.525 2.409 -0.497 0.1657
H -3.503 1.655 0.571 0.1071
H -4.087 3.151 -0.418 0.1519
H -0.752 2.790 -2.880 0.1010
H -0.772 1.040 -2.056 0.0849
H 0.198 0.707 0.478 -0.0275
H 1.451 1.824 -0.752 -0.0523
H 1.445 3.324 0.579 -0.0238
H 3.286 1.141 0.377 0.0989
H 2.983 1.759 2.160 0.1097
H -1.083 2.281 2.186 0.0208
H 0.245 1.154 2.909 0.1057
H -0.759 2.995 4.650 0.0918
H 1.628 5.097 2.656 0.1336
H -3.992 3.737 3.922 0.1125
H -3.066 3.373 2.284 0.0834
H -2.774 0.577 2.716 -0.1084
C 3.926 -3.017 -2.788 -0.0264
C 4.722 -3.605 -1.632 -0.3072
C 5.388 -4.946 -1.973 -0.1649
O 4.403 -5.989 -1.979 -0.1962
C 3.913 -6.318 -3.278 -0.0750
N 3.776 -3.855 -0.498 0.2241
H 3.013 -3.583 -2.997 0.0858
H 3.622 -1.989 -2.557 0.0975
H 4.529 -2.988 -3.701 0.1013
H 5.465 -2.881 -1.283 0.1596
H 6.091 -5.200 -1.172 0.1325
H 5.965 -4.904 -2.903 0.1353
H 4.638 -6.109 -4.069 0.0969
H 2.987 -5.771 -3.464 0.0817
H 3.680 -7.387 -3.291 0.0982
H 3.114 -3.089 -0.334 0.1117
H 4.279 -4.051 0.379 0.1844
H 3.245 -4.717 -0.713 0.1701
```

Values from the calculation:
Electronic energy: -67031.3436 eV
HOMO energy: -6.931 eV
HOMO-LUMO gap: 5.8436 eV

***

Entry 2:
The following is a quantum chemistry calculation of C13H32FeO7 as an isolated structure at a distorted geometry, from the Open Molecules 2025 dataset.

XYZ file:
```
53
Properties=species:S:1:pos:R:3:lowdin_spin:R:1
Fe -0.110 -0.109 1.230 4.0966
C -2.056 -1.129 1.787 0.0325
O -1.756 -1.229 0.575 0.2865
O -2.090 0.112 1.940 0.2625
O -1.105 -1.613 2.418 0.1594
C 0.874 3.265 -0.896 0.0017
C -0.300 2.492 -0.359 0.0038
C -1.536 2.662 -1.358 0.0011
O 0.052 1.125 -0.470 0.0514
H 1.633 3.367 -0.120 0.0000
H 0.572 4.296 -1.074 0.0004
H 1.244 2.757 -1.787 0.0002
H -0.579 2.744 0.664 0.0006
H -2.473 2.323 -0.917 0.0000
H -1.434 2.260 -2.366 0.0000
H -1.813 3.711 -1.464 0.0002
H 0.491 1.049 -1.321 0.0022
C -2.116 -1.269 -4.161 0.0000
C -2.078 -1.803 -2.769 0.0002
C -1.775 -3.317 -2.745 0.0002
O -1.150 -1.039 -2.083 -0.0004
H -1.099 -1.182 -4.543 0.0000
H -2.533 -0.265 -4.080 0.0000
H -2.661 -1.889 -4.873 0.0000
H -3.102 -1.751 -2.400 0.0001
H -1.868 -3.743 -1.745 0.0001
H -0.777 -3.559 -3.110 0.0000
H -2.568 -3.784 -3.329 0.0000
H -1.398 -1.109 -1.158 -0.0005
C 0.111 1.568 4.805 0.0005
C 0.375 1.992 3.366 0.0029
C 1.335 3.241 3.295 0.0019
O 1.060 1.018 2.631 0.0436
H -0.229 2.427 5.384 0.0001
H 1.074 1.204 5.161 0.0001
H -0.574 0.723 4.873 0.0000
H -0.545 2.198 2.819 0.0006
H 1.336 3.788 4.238 0.0003
H 1.095 3.860 2.431 0.0001
H 2.397 3.088 3.100 0.0001
H 2.006 1.018 2.793 0.0016
C 1.812 -2.272 -1.659 0.0012
C 1.457 -2.310 -0.157 0.0020
C 2.375 -3.317 0.594 0.0007
O 1.636 -0.980 0.342 0.0427
H 1.340 -1.401 -2.113 0.0000
H 1.634 -3.181 -2.232 0.0002
H 2.871 -2.030 -1.744 0.0000
H 0.399 -2.568 -0.107 0.0000
H 2.923 -3.954 -0.101 0.0001
H 1.905 -3.926 1.367 0.0001
H 3.128 -2.695 1.078 0.0001
H 2.589 -0.865 0.352 0.0021
```

Values from the calculation:
Electronic energy: -62707.9189 eV
Charge: +1
HOMO energy (alpha / beta): -12.362 / -12.160 eV
Spin multiplicity: 6
HOMO-LUMO gap (alpha / beta): 8.2856 / 6.6436 eV

***

Entry 3:
The following is a quantum chemistry calculation of C13H32N2O11P2S as an isolated structure, from the Open Molecules 2025 dataset.

XYZ file:
```
61
Properties=species:S:1:pos:R:3:lowdin_charge:R:1
C 5.124 1.564 -0.961 -0.0615
C 3.776 0.928 -0.678 -0.2656
O 3.998 -0.343 -0.033 -0.1966
P 2.985 -1.566 -0.107 0.4717
O 3.050 -2.437 1.071 -0.2500
C 1.324 -0.912 -0.301 -0.2050
C 0.344 -2.026 -0.737 -0.1801
C -0.548 -1.724 -1.929 -0.2026
O -1.897 -1.406 -1.482 -0.3258
S -2.186 0.143 -1.209 0.9257
O -1.928 0.859 -2.453 -0.4056
O -3.804 -0.115 -1.130 -0.3757
P -4.878 0.905 -1.805 0.2862
O -6.197 0.696 -1.253 -0.2012
O -4.263 2.341 -1.523 -0.1186
O -4.747 0.722 -3.368 -0.0783
O 3.363 -2.384 -1.431 -0.1955
C 3.995 -1.805 -2.578 -0.2437
C 3.012 -1.166 -3.558 -0.0543
H 5.516 2.059 -0.075 0.0797
H 5.025 2.307 -1.753 0.0804
H 5.834 0.802 -1.281 0.0744
H 3.188 1.544 0.004 0.1286
H 3.210 0.802 -1.601 0.0937
H 1.055 -0.586 0.707 0.0594
H 1.260 -0.053 -0.972 0.0891
H 0.899 -2.941 -0.959 0.1108
H -0.292 -2.270 0.110 0.0998
H -0.167 -0.920 -2.560 0.0963
H -0.658 -2.600 -2.564 0.1299
H -3.615 2.601 -2.193 0.0845
H -3.932 0.281 -3.648 0.0849
H 4.509 -2.636 -3.060 0.1198
H 4.767 -1.102 -2.269 0.0968
H 3.438 -0.267 -4.005 0.0797
H 2.082 -0.904 -3.059 0.0498
H 2.763 -1.848 -4.371 0.0771
C 0.216 -1.716 2.675 -0.3426
O -0.023 -0.588 2.273 -0.0141
N -0.747 -2.609 2.972 -0.1866
C -0.450 -3.943 3.449 -0.0487
C -2.126 -2.187 2.793 -0.0330
H 1.240 -2.088 2.832 0.1331
H -0.848 -4.696 2.767 0.0898
H -0.882 -4.108 4.438 0.0890
H 0.629 -4.069 3.515 0.0899
H -2.305 -1.902 1.755 0.0798
H -2.339 -1.317 3.414 0.0937
H -2.805 -2.993 3.058 0.0893
C -1.073 3.805 0.823 -0.3594
O 0.106 4.062 0.969 0.0100
N -1.991 3.805 1.808 -0.1924
C -3.382 3.490 1.548 -0.0490
C -1.558 4.127 3.156 -0.0401
H -1.504 3.542 -0.160 0.1266
H -4.029 4.329 1.811 0.0926
H -3.693 2.613 2.120 0.0938
H -3.499 3.271 0.491 0.0511
H -1.125 5.127 3.193 0.0913
H -0.799 3.421 3.493 0.0929
H -2.417 4.080 3.821 0.0844
```

Values from the calculation:
Electronic energy: -68920.5270 eV
HOMO energy: -9.209 eV
HOMO-LUMO gap: 9.4910 eV

***

Entry 4:
The following is a quantum chemistry calculation of a 3-piece molecular cluster, C13H32N2O3Si overall, from the Open Molecules 2025 dataset.

XYZ file:
```
51
Properties=species:S:1:pos:R:3:lowdin_charge:R:1
C -2.607 -2.237 -0.663 -0.0481
C -1.359 -3.073 -0.380 -0.2608
O -0.338 -2.369 0.297 -0.1476
C 0.157 -1.226 -0.373 -0.2183
C 0.842 -1.507 -1.713 -0.1655
C -0.052 -1.376 -2.947 -0.2381
C -0.584 0.040 -3.139 -0.2822
C -1.149 0.312 -4.539 -0.3845
Si -2.643 -0.709 -5.056 0.6302
H -2.554 -1.735 -1.627 0.0524
H -3.499 -2.855 -0.625 0.0765
H -2.680 -1.456 0.094 0.0636
H -1.608 -3.910 0.270 0.1155
H -0.965 -3.499 -1.308 0.1054
H -0.601 -0.457 -0.532 0.0854
H 0.881 -0.783 0.306 0.0923
H 1.654 -0.782 -1.820 0.1090
H 1.317 -2.490 -1.676 0.1172
H 0.529 -1.657 -3.831 0.1156
H -0.872 -2.092 -2.888 0.0621
H 0.246 0.734 -2.976 0.1135
H -1.336 0.288 -2.388 0.0905
H -1.432 1.364 -4.608 0.0648
H -0.359 0.145 -5.276 0.0650
H -3.892 -0.167 -4.476 -0.0814
H -2.746 -0.744 -6.533 -0.0881
H -2.528 -2.116 -4.606 -0.0776
C -2.046 0.878 2.209 -0.0017
C -1.429 1.827 1.207 -0.5465
O -1.589 1.690 0.002 0.0162
N -0.667 2.836 1.694 0.0246
C -0.330 3.133 3.073 -0.0710
H -2.623 0.136 1.667 0.0643
H -1.277 0.373 2.794 0.0854
H -2.709 1.411 2.892 0.0849
H -0.261 3.417 0.977 0.1424
H -0.675 4.131 3.347 0.0847
H 0.750 3.086 3.214 0.0548
H -0.803 2.416 3.736 0.0714
C 2.956 0.578 1.594 -0.0086
C 3.126 1.706 2.585 -0.5452
O 2.779 2.849 2.332 0.0156
N 3.665 1.396 3.793 0.0102
C 4.120 0.104 4.269 -0.0758
H 2.524 0.985 0.685 0.0817
H 3.912 0.109 1.357 0.0883
H 2.285 -0.181 1.998 0.0800
H 3.754 2.188 4.409 0.1397
H 3.568 -0.197 5.160 0.0835
H 5.183 0.133 4.514 0.0835
H 3.967 -0.650 3.504 0.0709
```

Values from the calculation:
Electronic energy: -31000.3720 eV
HOMO energy: -9.211 eV
SMILES: CCOCCCCC[SiH3].CNC(C)=O.CNC(C)=O
HOMO-LUMO gap: 9.8120 eV